# 1
17
Properties=species:S:1:pos:R:3 method="wB97M-V/def2-TZVPD" de_lowest_kcal_mol=60.4 e_homo_ev="-6.90 / -7.91" lumo_ev="-0.6 / -0.5" total_charge=0 energy_ha=-997.4929 homo_lumo_gap_ev="6.248 / 7.447"
C 1.1725 -0.0437 -0.9896
C -0.8822 -1.2915 -1.9971
F -0.7270 -1.0148 -3.2846
C -1.6040 -0.5383 -1.0948
H 0.3592 -0.6878 3.6688
C -0.0651 1.1575 0.9185
H 0.7133 1.7209 -1.9373
S 1.0677 -1.1668 1.4810
C 0.8345 0.1058 0.2947
C 0.3378 -0.2877 2.6963
H -0.4036 2.0196 0.3725
N -2.1580 0.1887 -0.3562
O 1.2098 0.8718 -1.9092
C -0.3164 0.8708 2.2597
H -0.6603 1.4901 2.9976
H 1.8310 -0.8284 -1.3355
F -0.7093 -2.5664 -1.7849


# 2
21
Properties=species:S:1:pos:R:3 method="wB97M-V/def2-TZVPD" e_homo_ev=-9.27 lumo_ev=-1.8 total_charge=0 energy_ha=-1266.4057 homo_lumo_gap_ev=7.493
C -2.5462 -0.8481 -0.8266
O 2.6440 1.1381 -0.5556
C -1.6458 -1.6586 -1.3119
H -3.5913 -1.1240 -0.8506
C 0.1898 -0.1410 -0.2772
C -0.4042 1.7486 1.2222
H 1.5540 -0.6252 2.1710
H 3.1690 -1.8550 0.5441
C -2.1399 0.4783 -0.2838
C -0.2201 -1.2045 -1.2865
P 1.9846 -0.1291 0.1809
C -0.7210 0.6795 0.2039
H -1.8796 -2.6226 -1.7372
N 2.7451 -1.3977 -0.2556
F -1.3732 2.6141 1.3532
O 0.5359 -1.6940 -2.0328
O 2.1335 0.0564 1.7965
F 0.6612 2.4325 0.9262
F -0.2840 1.1786 2.4029
H 1.9967 1.5768 -1.1289
O -2.9439 1.3315 -0.2564


# 3
17
Properties=species:S:1:pos:R:3 method="wB97M-V/def2-TZVPD" de_lowest_kcal_mol=18.3 e_homo_ev="-9.49 / -9.49" lumo_ev="-1.1 / -1.1" total_charge=0 energy_ha=-719.7673 homo_lumo_gap_ev="8.423 / 8.422"
H -2.5629 -0.4536 -1.5154
H -0.2637 -1.3702 1.9140
F 2.2159 -1.4903 0.3900
O 1.1364 0.3809 1.8604
H -2.2429 -1.9341 -0.0428
C 1.6005 -0.4824 -0.3381
C 0.4964 0.1480 0.6660
C -1.6662 -0.1844 -0.9529
H -1.4787 1.9394 -1.6210
C -1.4588 -1.1119 0.0488
C -0.0456 1.3883 -0.0976
C -0.5809 -0.8795 0.9877
F 2.5044 0.4159 -0.6379
H 1.8030 1.1102 1.7251
O 0.5708 2.4319 0.0704
F 1.1541 -1.0049 -1.4833
C -1.1816 1.0967 -0.9732


# 4
15
Properties=species:S:1:pos:R:3 method="wB97M-V/def2-TZVPD" de_lowest_kcal_mol=67.9 e_homo_ev=-9.30 lumo_ev=-0.6 total_charge=0 energy_ha=-519.9387 homo_lumo_gap_ev=8.731
C -0.6968 0.2293 2.0273
O 1.6740 0.5195 -0.7538
H -1.0340 0.7266 2.9573
F 1.3110 1.3912 1.6730
H -0.5182 -2.3988 -2.2503
C -1.7074 -0.6582 1.5275
H 2.0924 1.1437 0.0532
C -0.5168 -0.5028 -0.6937
O 0.2765 -0.1756 -3.0377
C -1.4110 -1.1228 0.2190
C 0.4127 0.3533 -0.0872
C -0.2136 -1.0611 -2.1303
H -2.1221 -1.7238 -0.2165
C 0.2462 0.7291 1.2043
H -2.5008 -0.8207 2.3306


# 5
16
Properties=species:S:1:pos:R:3 method="wB97M-V/def2-TZVPD" de_lowest_kcal_mol=13.5 e_homo_ev=-9.24 lumo_ev=0.2 total_charge=0 energy_ha=-595.3057 homo_lumo_gap_ev=9.402
C 0.2979 -0.7462 -0.4588
C 0.6882 0.5970 -0.4174
C 2.0247 1.2523 -0.6261
H -2.5798 -0.9142 1.0569
C -1.4700 0.8249 0.7844
H 1.1772 -1.3340 -0.7901
H -1.8649 -2.9376 -0.1421
H 2.8408 -0.4967 -0.6753
O 3.0260 0.4043 -0.8195
O -0.9502 -2.6602 -0.1834
H -0.1129 2.4434 0.4728
C -0.2857 1.4285 0.1799
F -2.3319 1.5001 1.6429
C -1.7498 -0.4464 0.6208
C -0.8336 -1.3497 0.0148
O 2.1239 2.4343 -0.6600


# 6
17
Properties=species:S:1:pos:R:3 method="wB97M-V/def2-TZVPD" de_lowest_kcal_mol=3.1 e_homo_ev=-8.57 lumo_ev=-0.4 total_charge=0 energy_ha=-993.4068 homo_lumo_gap_ev=8.222
O 0.5776 1.5783 -0.6877
C -1.1505 -0.9500 0.4844
O -2.3824 0.0192 -2.5969
C -0.7414 -0.4603 -0.7944
C 0.6236 0.1952 -0.9825
H 2.7108 -0.5109 -0.4218
S -0.5107 1.9964 0.3325
O -1.1150 3.2298 -0.1019
H 0.7586 0.0571 -2.0253
H -2.1614 -1.3168 0.6162
H -0.3602 -1.7365 2.2234
C 1.2937 -1.0858 1.0559
H 1.9462 -1.3815 1.9614
C 1.6566 -0.5102 -0.1279
C -0.0850 -1.3717 1.2709
F 0.5329 2.4142 1.5762
C -1.5934 -0.1664 -1.7826


Repeat the first record exactly.
17
Properties=species:S:1:pos:R:3 method="wB97M-V/def2-TZVPD" de_lowest_kcal_mol=60.4 e_homo_ev="-6.90 / -7.91" lumo_ev="-0.6 / -0.5" total_charge=0 energy_ha=-997.4929 homo_lumo_gap_ev="6.248 / 7.447"
C 1.1725 -0.0437 -0.9896
C -0.8822 -1.2915 -1.9971
F -0.7270 -1.0148 -3.2846
C -1.6040 -0.5383 -1.0948
H 0.3592 -0.6878 3.6688
C -0.0651 1.1575 0.9185
H 0.7133 1.7209 -1.9373
S 1.0677 -1.1668 1.4810
C 0.8345 0.1058 0.2947
C 0.3378 -0.2877 2.6963
H -0.4036 2.0196 0.3725
N -2.1580 0.1887 -0.3562
O 1.2098 0.8718 -1.9092
C -0.3164 0.8708 2.2597
H -0.6603 1.4901 2.9976
H 1.8310 -0.8284 -1.3355
F -0.7093 -2.5664 -1.7849